[1]
ORCA calculation (wB97M-V/def2-TZVPD) on C48H57AsCsN3OPS4 as an isolated structure.

Each line ends with the Mulliken charge.
Cartesian coordinates (Å):
Cs1 0.428 -1.654 0.036  0.894
S1 3.073 -3.316 -0.408  -0.244
C1 2.268 -4.759 -0.928  -0.072
C2 2.590 -5.986 -0.319  -0.790
C3 1.988 -7.175 -0.706  -0.538
C4 1.037 -7.182 -1.722  -0.794
C5 0.704 -5.986 -2.348  -0.485
C6 1.309 -4.796 -1.960  0.357
S2 0.946 -3.259 -2.793  0.573
C7 -0.625 -3.557 -3.635  -1.595
C8 -1.883 -3.629 -2.783  0.746
C9 -3.102 -3.824 -3.430  -0.885
C10 -4.260 -3.862 -2.670  -0.595
C11 -4.167 -3.730 -1.296  -0.657
C12 -2.910 -3.558 -0.725  0.244
C13 -2.803 -3.422 0.771  0.715
S3 -1.317 -4.213 1.423  -0.114
C14 -0.617 -3.211 2.741  0.414
C15 0.283 -3.997 3.481  -0.972
C16 1.041 -3.483 4.517  -0.772
C17 0.882 -2.141 4.854  -0.547
C18 -0.004 -1.357 4.141  -0.922
C19 -0.774 -1.835 3.052  0.397
S4 -1.774 -0.655 2.234  -0.142
N1 -1.800 -3.495 -1.464  0.424
H1 3.321 -5.973 0.480  0.422
H2 2.256 -8.099 -0.205  0.343
H3 0.554 -8.103 -2.023  0.369
H4 -0.040 -6.001 -3.132  0.153
H5 -0.564 -4.443 -4.270  0.558
H6 -0.711 -2.708 -4.320  0.537
H7 -3.135 -3.941 -4.507  0.459
H8 -5.223 -4.001 -3.145  0.404
H9 -5.046 -3.759 -0.666  0.375
H10 -3.692 -3.848 1.236  0.440
H11 -2.757 -2.370 1.063  -0.861
H12 0.388 -5.043 3.214  0.357
H13 1.735 -4.119 5.050  0.358
H14 1.451 -1.706 5.668  0.386
H15 -0.124 -0.311 4.397  0.384
C20 3.350 5.645 1.208  -1.233
C21 2.117 4.829 1.583  -0.180
N2 1.894 4.783 3.027  0.361
C22 1.453 6.002 3.693  -0.740
C23 -0.047 5.969 3.952  -1.127
C24 2.126 3.692 3.822  -0.217
O1 2.161 3.774 5.036  -0.685
C25 2.294 2.364 3.148  1.170
C26 3.353 1.521 3.457  -0.510
C27 3.403 0.267 2.868  -1.664
C28 2.381 -0.090 2.004  -0.526
N3 1.350 0.700 1.715  0.731
C29 1.302 1.890 2.297  -0.849
H16 3.477 5.647 0.124  0.365
H17 4.242 5.204 1.655  0.229
H18 3.275 6.680 1.549  0.429
H19 2.238 3.819 1.209  0.127
H20 1.235 5.251 1.091  0.178
H21 1.715 6.851 3.063  0.311
H22 1.995 6.101 4.631  0.439
H23 -0.600 5.856 3.017  0.276
H24 -0.371 6.891 4.437  0.405
H25 -0.295 5.130 4.604  0.306
H26 4.111 1.849 4.158  0.535
H27 4.205 -0.429 3.072  0.513
H28 2.392 -1.050 1.500  0.335
H29 0.428 2.501 2.082  0.406
C30 -7.470 -0.969 -0.289  -1.074
C31 -6.466 0.142 -0.596  -0.735
As1 -4.707 -0.208 0.278  0.440
C32 -3.727 1.400 -0.328  -0.359
C33 -4.429 2.741 -0.148  -1.184
C34 -5.191 0.397 2.096  -0.686
C35 -5.482 -0.778 3.026  -1.028
H30 -8.414 -0.816 -0.817  0.390
H31 -7.690 -1.014 0.780  0.248
H32 -7.073 -1.945 -0.584  0.147
H33 -6.864 1.109 -0.281  0.432
H34 -6.280 0.198 -1.671  0.423
H35 -3.472 1.233 -1.376  0.494
H36 -2.790 1.368 0.233  0.020
H37 -5.314 2.817 -0.783  0.263
H38 -3.766 3.571 -0.405  0.388
H39 -4.746 2.880 0.888  0.268
H40 -6.041 1.083 2.036  0.500
H41 -4.326 0.946 2.471  0.397
H42 -6.302 -1.400 2.657  0.249
H43 -5.750 -0.429 4.026  0.373
H44 -4.587 -1.398 3.115  0.116
C36 3.788 -0.788 -3.025  -1.376
P1 2.629 0.463 -2.379  1.321
C37 3.856 1.731 -1.867  -0.579
C38 4.006 1.966 -0.498  -0.138
C39 4.987 2.832 -0.026  -0.244
C40 5.814 3.496 -0.921  -0.677
C41 5.664 3.283 -2.286  -0.773
C42 4.698 2.400 -2.755  -0.169
C43 1.955 1.164 -3.928  0.166
C44 1.659 0.318 -5.000  -0.358
C45 1.036 0.805 -6.143  -0.612
C46 0.695 2.147 -6.234  -0.452
C47 0.976 2.996 -5.171  -0.581
C48 1.594 2.509 -4.027  -0.602
H45 3.217 -1.617 -3.445  0.364
H46 4.329 -1.195 -2.168  0.369
H47 4.484 -0.380 -3.763  0.463
H48 3.356 1.454 0.200  0.369
H49 5.101 2.980 1.042  0.657
H50 6.576 4.176 -0.560  0.392
H51 6.309 3.799 -2.988  0.407
H52 4.595 2.233 -3.821  0.395
H53 1.913 -0.734 -4.941  0.242
H54 0.818 0.133 -6.964  0.411
H55 0.211 2.529 -7.124  0.372
H56 0.709 4.045 -5.231  0.375
H57 1.804 3.182 -3.205  0.463

Calculated values
Multiplicity ... 1
HOMO ... -3.9 eV
Largest force on an atom ... 0.0191 hartree/bohr
LUMO level ... 1.92 eV
Total charge ... -1
Energy relative to the best compared isomer or geometry (same formula, charge and spin) ... 0.2539 eV
Gap between HOMO and LUMO ... 5.785 eV


[2]
ORCA calculation (wB97M-V/def2-TZVPD) on C48H59N6O3PPb as an isolated structure at a distorted geometry.

Each line ends with the Mulliken charge.
Cartesian coordinates (Å):
Pb1 0.157 0.879 0.326  2.422
C1 -5.724 -4.784 -0.382  -1.037
O1 -4.704 -3.975 0.191  -0.389
C2 -4.028 -4.473 1.263  1.043
C3 -4.229 -5.720 1.826  -0.558
C4 -3.450 -6.131 2.901  -0.764
C5 -2.458 -5.306 3.395  -1.360
C6 -2.247 -4.053 2.831  -0.376
C7 -3.043 -3.618 1.784  0.038
N1 -2.920 -2.380 1.111  -0.292
C8 -2.002 -1.393 1.266  0.446
N2 -1.739 -1.080 2.543  0.174
C9 -0.912 -0.155 3.196  -1.112
C10 -0.062 0.771 2.626  0.129
C11 0.668 1.657 3.405  -0.834
C12 0.553 1.612 4.782  -1.023
C13 -0.283 0.680 5.384  -0.776
C14 -1.012 -0.199 4.609  1.902
O2 -1.891 -1.118 5.089  -0.495
C15 -1.641 -1.722 6.358  -0.923
N3 -1.514 -0.736 0.218  -0.408
C16 -1.826 -1.252 -1.081  0.123
C17 -2.627 -0.524 -1.948  -0.422
C18 -2.977 -1.027 -3.195  -1.259
C19 -2.507 -2.270 -3.579  -1.334
C20 -1.686 -3.010 -2.735  -0.353
C21 -1.334 -2.509 -1.491  0.747
O3 -0.529 -3.137 -0.608  0.196
C22 -0.085 -4.452 -0.927  -1.156
H1 -6.155 -4.196 -1.186  0.264
H2 -6.497 -5.018 0.352  0.390
H3 -5.313 -5.710 -0.789  0.409
H4 -4.988 -6.382 1.434  0.468
H5 -3.615 -7.107 3.336  0.414
H6 -1.837 -5.632 4.219  0.425
H7 -1.432 -3.442 3.193  0.538
H8 -3.389 -2.405 0.216  0.637
H9 -2.303 -1.588 3.215  0.602
H10 1.315 2.394 2.947  0.404
H11 1.110 2.309 5.393  0.503
H12 -0.378 0.661 6.460  0.284
H13 -1.458 -0.988 7.141  0.390
H14 -0.788 -2.401 6.294  0.362
H15 -2.538 -2.283 6.601  0.269
H16 -3.017 0.426 -1.611  0.554
H17 -3.631 -0.460 -3.845  0.512
H18 -2.777 -2.678 -4.544  0.500
H19 -1.342 -3.986 -3.051  0.586
H20 0.506 -4.779 -0.077  0.227
H21 0.538 -4.455 -1.825  0.336
H22 -0.932 -5.128 -1.064  0.409
C23 1.241 -0.397 -4.802  -1.720
C24 0.585 -0.517 -3.430  1.634
C25 1.373 -1.494 -2.551  -1.021
P1 0.476 1.089 -2.494  -0.241
C26 -0.688 2.320 -3.270  1.662
C27 -0.925 2.222 -4.776  -1.584
C28 -0.294 3.734 -2.835  -1.517
C29 2.139 1.752 -2.516  -0.052
C30 2.622 2.452 -3.623  -0.202
C31 3.928 2.904 -3.695  0.486
C32 4.485 3.515 -4.946  -1.801
C33 4.747 2.704 -2.573  -1.091
C34 4.283 2.082 -1.443  -0.549
C35 2.964 1.571 -1.369  -0.109
N4 2.529 0.848 -0.304  0.559
C36 3.222 0.838 0.911  -0.269
C37 3.508 2.005 1.648  0.894
C38 3.082 3.368 1.169  -1.136
C39 4.135 1.878 2.878  -0.844
C40 4.524 0.645 3.391  0.682
C41 5.250 0.546 4.699  -1.756
C42 4.239 -0.497 2.644  -1.191
C43 3.571 -0.426 1.437  0.604
C44 3.303 -1.662 0.625  -1.061
H23 1.252 -1.389 -5.257  0.557
H24 2.274 -0.061 -4.716  0.340
H25 0.709 0.273 -5.474  0.337
H26 -0.447 -0.862 -3.533  -0.433
H27 2.396 -1.138 -2.411  0.393
H28 1.419 -2.469 -3.039  0.722
H29 0.916 -1.620 -1.569  -0.404
H30 -1.634 2.066 -2.776  -0.113
H31 -0.030 2.459 -5.349  0.218
H32 -1.692 2.947 -5.052  0.501
H33 -1.277 1.231 -5.062  0.354
H34 0.586 4.080 -3.374  0.386
H35 -0.078 3.786 -1.768  0.245
H36 -1.113 4.423 -3.052  0.457
H37 1.978 2.603 -4.481  0.286
H38 3.696 3.828 -5.629  0.394
H39 5.117 2.795 -5.470  0.333
H40 5.110 4.376 -4.710  0.413
H41 5.774 3.049 -2.606  0.449
H42 4.947 1.912 -0.605  0.598
H43 3.877 3.852 0.599  0.478
H44 2.854 4.016 2.016  0.540
H45 2.206 3.312 0.517  -0.087
H46 4.332 2.774 3.459  0.458
H47 5.088 1.428 5.316  0.402
H48 6.325 0.459 4.523  0.332
H49 4.942 -0.339 5.255  0.418
H50 4.556 -1.464 3.018  0.473
H51 3.639 -2.553 1.151  0.506
H52 3.829 -1.605 -0.330  0.281
H53 2.237 -1.766 0.398  -0.045
C45 -4.324 4.660 -0.143  -0.865
N5 -2.986 4.190 0.186  0.203
C46 -1.980 4.921 0.762  -0.605
C47 -0.915 4.081 0.886  -0.762
N6 -1.259 2.850 0.384  0.676
C48 -2.513 2.952 -0.025  -1.117
H54 -4.417 5.703 0.142  0.322
H55 -5.071 4.081 0.397  0.349
H56 -4.508 4.567 -1.211  0.338
H57 -2.105 5.952 1.042  0.463
H58 0.060 4.274 1.301  0.406
H59 -3.095 2.153 -0.451  0.597

Calculated values
Multiplicity ... 1
HOMO (alpha / beta) ... -11.7 / -11.7 eV
Largest force on an atom ... 0.0294 hartree/bohr
LUMO level (alpha / beta) ... -6.51 / -6.51 eV
Total charge ... +2
Energy relative to the best compared isomer or geometry (same formula, charge and spin) ... 0.0000 eV
Gap between HOMO and LUMO (alpha / beta) ... 5.240 / 5.235 eV